10
Properties=species:S:1:pos:R:3:forces:R:3:mulliken_charge:R:1 method="wB97M-V/def2-TZVPD" multiplicity=3 energy_ev=-7632.2420 relative_energy_kcal_mol=45.9 orbital_gap_ev="11.148 / 7.382" total_charge=+1 s2=2.035
C 2.25615 -0.17331 0.00305 0.883 -4.535 -0.065 0.1456
C 0.00642 0.48370 0.00525 -1.751 -2.009 -0.172 0.4848
C -1.36166 1.06106 0.08687 1.796 -0.691 -1.489 -0.3322
N 2.74349 0.94456 0.08122 0.289 1.177 0.131 -0.2735
N 0.84392 -0.50499 0.01620 1.693 2.386 -0.011 -0.0479
N -0.05415 1.74094 -0.14746 -0.776 1.957 -0.636 -0.1946
H 2.88982 -1.19920 -0.07557 -1.065 2.465 0.133 0.3143
H -2.21621 0.98172 -0.56944 0.420 0.593 -1.031 0.3124
H -1.70695 1.00979 1.04402 -0.715 -0.102 3.144 0.2956
H 0.61620 -1.43988 -0.20036 -0.773 -1.241 -0.004 0.2956

=====

59
Properties=species:S:1:pos:R:3:forces:R:3:mulliken_charge:R:1 method="wB97M-V/def2-TZVPD" multiplicity=1 energy_ev=-50843.4166 relative_energy_kcal_mol=15.0 orbital_gap_ev=9.407 total_charge=0
C 3.94107 2.62674 -3.57653 0.082 0.214 -0.150 -0.9932
O 3.65766 1.47342 -2.81988 -0.177 -0.291 0.233 -0.4612
C 2.61436 1.49579 -1.95352 -0.184 -0.020 0.240 0.8611
C 1.79945 2.60220 -1.73360 0.205 0.034 -0.168 -0.6412
C 0.74048 2.51778 -0.84384 -0.123 0.038 0.129 -1.2652
C 0.51393 1.33631 -0.17271 -0.481 0.220 0.405 0.0478
S -0.84036 1.21422 0.96701 0.387 0.214 0.335 1.0975
O -1.56498 -0.01155 0.78502 0.031 -0.015 -0.116 -0.4669
O -1.59797 2.43577 0.94638 0.145 0.174 -0.163 -0.7556
N -0.01030 1.06510 2.42838 -0.269 -0.053 -1.053 0.4514
C 0.76874 2.23838 2.78600 0.329 0.584 0.063 -0.4391
C 0.66969 2.24055 4.31339 0.342 -0.014 -0.173 -0.6639
O -0.59191 1.66241 4.57488 -0.155 -0.039 -0.028 -0.4892
C -0.82800 0.70403 3.57956 -0.736 -0.903 0.227 0.0640
C -0.47346 -0.73127 4.03970 0.179 0.469 0.143 -0.9438
N -1.10424 -1.70308 3.19276 -0.394 0.002 -0.022 -0.0315
C -0.59019 -2.08853 2.01517 0.184 -0.243 0.367 0.2922
O 0.57257 -1.97106 1.66618 0.021 -0.077 0.020 -0.7207
C -1.64582 -2.76589 1.14292 0.062 -0.250 -0.241 0.6886
O -2.74328 -3.05918 1.58198 -0.179 0.081 0.049 -0.7244
N -1.20855 -2.99536 -0.10037 0.347 0.096 -0.104 -0.0341
C -2.08370 -3.39623 -1.17188 -0.347 0.019 -0.056 -1.0219
C -2.57189 -2.18888 -1.98045 0.034 -0.240 0.109 -0.9603
C -1.47818 -1.42327 -2.67536 -0.061 0.065 0.030 0.4844
C -1.47340 -0.03433 -2.62858 0.033 -0.034 -0.059 -0.2358
C -0.52321 0.69495 -3.32027 -0.057 0.074 -0.095 -0.5421
C 0.45827 0.04594 -4.04835 0.022 0.053 -0.059 -0.4161
C 0.47609 -1.33712 -4.08611 0.100 -0.039 -0.094 -0.8906
C -0.49001 -2.06424 -3.41389 -0.015 -0.037 0.062 -0.0350
C 1.33292 0.23740 -0.35902 0.228 -0.074 -0.150 -0.4703
C 2.38537 0.29614 -1.25070 0.011 0.112 -0.034 0.9059
C 3.27143 -0.88247 -1.49371 0.001 0.081 -0.013 -1.8943
H 4.79133 2.36374 -4.20393 -0.068 0.069 0.029 0.2753
H 4.21283 3.47216 -2.93701 -0.033 -0.038 -0.013 0.3522
H 3.09621 2.90851 -4.21245 0.011 -0.009 0.036 0.3681
H 1.97125 3.52932 -2.25653 0.027 0.073 -0.065 0.4408
H 0.08266 3.35485 -0.67296 -0.041 0.158 -0.019 0.5511
H 0.30749 3.13597 2.35715 0.151 0.020 0.150 0.4081
H 1.79185 2.13477 2.42217 -0.004 0.109 0.070 0.2548
H 1.46978 1.63225 4.75509 -0.033 0.106 -0.006 0.3016
H 0.67686 3.23802 4.75146 0.090 -0.062 -0.070 0.3451
H -1.89534 0.73756 3.31639 0.114 -0.021 0.162 0.3791
H 0.60700 -0.87502 3.96856 -0.073 0.037 0.144 0.3210
H -0.80787 -0.86165 5.07102 0.048 -0.032 -0.068 0.3914
H -2.10928 -1.82689 3.25852 0.138 -0.074 -0.041 0.2792
H -0.31279 -2.59094 -0.33782 -0.014 -0.047 0.135 0.2136
H -1.55944 -4.11439 -1.80730 -0.102 0.003 0.059 0.4210
H -2.94137 -3.88958 -0.70818 0.121 -0.039 -0.136 0.4988
H -3.28848 -2.54397 -2.72731 -0.058 0.024 0.049 0.4314
H -3.09312 -1.51549 -1.29827 -0.091 -0.020 -0.037 0.3081
H -2.22318 0.48014 -2.04606 -0.117 0.040 0.080 0.3010
H -0.55276 1.77388 -3.29068 0.013 0.073 0.012 0.4430
H 1.20206 0.61160 -4.59001 0.092 0.065 -0.038 0.4144
H 1.23617 -1.85317 -4.65536 0.060 -0.042 -0.049 0.4703
H -0.47678 -3.14246 -3.48024 -0.002 -0.130 0.004 0.2972
H 1.14402 -0.65486 0.21625 0.070 -0.198 0.017 0.6260
H 4.31689 -0.59322 -1.40782 0.096 -0.074 0.003 0.4190
H 3.05175 -1.67330 -0.78315 0.000 -0.098 0.042 0.3897
H 3.11728 -1.25568 -2.50510 0.039 -0.095 -0.088 0.3025

=====

16
Properties=species:S:1:pos:R:3:forces:R:3:mulliken_charge:R:1 method="wB97M-V/def2-TZVPD" multiplicity=1 energy_ev=-12133.3172 relative_energy_kcal_mol=42.1 orbital_gap_ev=9.228 total_charge=0
C 0.21632 -1.62437 -0.42839 -0.851 -1.433 -1.590 -0.3776
C -0.95587 -1.07936 -0.79036 -0.200 0.602 1.703 -0.2752
C 0.20528 1.07218 0.16720 -4.115 0.108 1.060 0.1737
C 1.38569 0.21819 0.12172 0.478 1.142 -0.893 0.4713
C 0.02695 2.39869 0.15263 -0.138 -1.832 -1.375 -0.7404
C 1.13024 -1.16743 0.65132 0.638 0.403 1.582 -0.5257
C -1.51710 -0.04228 0.12723 4.006 3.742 -2.358 -0.1704
O 2.35920 0.56841 -0.52803 -0.234 -0.664 0.997 -0.5522
F -2.50974 0.87022 -0.19480 0.531 -0.396 -1.360 -0.3069
H 0.52283 -2.40908 -1.10925 0.401 -0.180 0.262 0.3225
H -1.56288 -1.46107 -1.57788 -0.102 -0.256 -0.676 0.4429
H -0.98104 2.75201 0.00300 -0.279 0.185 0.543 0.2878
H 0.80188 3.08498 -0.13143 0.581 0.168 0.415 0.3231
H 0.68132 -1.19412 1.67091 -0.238 0.485 -0.764 0.2550
H 2.10001 -1.63343 0.86474 -0.306 -0.497 -1.070 0.3423
H -1.90309 -0.35351 1.00141 -0.171 -1.577 3.523 0.3297

=====

77
Properties=species:S:1:pos:R:3:forces:R:3:mulliken_charge:R:1 method="wB97M-V/def2-TZVPD" multiplicity=1 energy_ev=-47908.9960 orbital_gap_ev=8.038 total_charge=+1
C 1.59580 1.12643 -1.31536 -0.275 -0.671 -0.029 -0.7344
C 2.01674 -0.30621 -1.86013 -0.187 3.966 -0.969 0.2249
F 1.39994 -0.45037 -3.09314 0.236 -0.936 1.013 -0.3218
N 1.68725 -1.40603 -0.89770 3.110 -0.871 -1.834 0.2901
C 2.87938 -2.36049 -0.93641 1.157 -3.440 0.078 -0.4797
C 2.23285 -3.81944 -0.72553 -1.753 1.029 0.829 -0.4199
O 0.87803 -3.43491 -0.29946 0.507 0.784 -0.938 -0.3876
C 0.57371 -2.36211 -1.19648 -1.824 -1.381 1.075 -0.1045
Si -1.26569 -1.86779 -0.92243 -2.297 0.584 0.145 0.0570
C -1.71710 -1.52601 0.90015 -0.195 -0.061 0.044 -0.7293
C -1.78545 -0.30446 -1.91275 0.332 -0.119 0.610 -0.9472
C -2.30661 -3.33392 -1.60939 1.559 -0.184 0.252 -1.0575
H 0.64411 1.47514 -1.78507 0.750 -0.534 0.284 -0.1615
H 1.41778 1.07864 -0.21308 0.385 0.333 -0.740 0.3228
H 2.38248 1.86568 -1.59568 -0.580 -0.628 0.485 0.3660
H 3.11205 -0.22107 -2.07273 -0.900 -0.838 0.441 0.4180
H 1.77453 -1.00283 0.04051 -1.201 -0.198 -0.030 0.4359
H 3.37039 -2.49362 -1.93436 -0.492 1.215 0.789 0.3448
H 3.63290 -2.19090 -0.12927 -0.761 0.397 -0.771 0.3589
H 2.62121 -4.41158 0.13438 0.138 0.343 -1.091 0.3030
H 2.03816 -4.36731 -1.68532 1.014 0.266 0.877 0.3064
H 0.61149 -2.78501 -2.23409 0.694 1.016 0.448 0.1858
H -1.69028 -2.45338 1.53101 0.138 0.927 -0.493 -0.0587
H -2.78777 -1.17263 0.88158 0.961 -0.354 -0.038 0.4308
H -1.13524 -0.69310 1.36912 -0.338 -0.773 -0.235 0.4070
H -2.90145 -0.23069 -1.79937 0.985 -0.172 -0.360 0.4396
H -1.37811 0.61475 -1.41254 -0.261 -0.685 -0.714 0.2412
H -1.47443 -0.38820 -2.98227 -0.409 0.361 0.807 0.2581
H -1.82826 -4.26989 -1.20220 -0.773 0.690 -0.335 0.3036
H -2.14763 -3.35764 -2.71498 -0.515 -0.024 0.738 0.3108
H -3.37668 -3.27138 -1.31463 0.789 -0.037 -0.342 0.3468
C -0.48655 -1.93550 9.05027 0.125 -0.022 -0.143 -0.7785
O -0.00958 -2.74325 7.99245 -0.290 0.019 -0.049 -0.2555
C -0.15146 -4.13065 8.26990 0.328 0.239 -0.278 -0.5677
C -0.19449 -4.92923 6.97813 -0.171 -0.150 0.213 -0.3472
O -1.46211 -4.88162 6.32551 0.143 0.210 -0.104 -0.4681
C -1.78864 -3.66042 5.67043 -0.104 -0.270 -0.061 -0.5922
C -1.00952 -3.43956 4.38372 0.110 0.339 0.354 -0.2517
O 0.30259 -2.96690 4.66804 0.188 -0.213 -0.149 -0.2802
C 1.19995 -3.21959 3.61169 -0.121 0.132 0.325 -0.6392
H 0.08615 -2.11633 9.96547 -0.092 0.024 0.083 0.3242
H -0.36963 -0.89189 8.75871 0.076 -0.074 -0.027 0.2328
H -1.55020 -2.12455 9.22988 0.007 -0.034 0.128 0.3338
H -1.06697 -4.31666 8.84274 0.003 -0.041 -0.020 0.3569
H 0.71649 -4.44209 8.86396 -0.086 -0.202 0.088 0.4154
H -0.04149 -5.98145 7.23028 -0.108 0.027 0.021 0.3981
H 0.61054 -4.64518 6.29925 0.011 0.215 0.088 0.1209
H -1.70016 -2.81186 6.34987 0.228 0.073 -0.105 0.2084
H -2.84616 -3.75029 5.40906 0.045 -0.081 -0.040 0.4066
H -1.51137 -2.67500 3.77812 -0.181 -0.096 -0.060 0.2244
H -0.96418 -4.37866 3.82060 -0.030 -0.039 0.005 0.3829
H 1.27214 -4.29530 3.41609 -0.025 -0.006 -0.167 0.3672
H 2.18438 -2.85854 3.91087 -0.064 0.044 0.045 0.3595
H 0.88491 -2.69236 2.70115 0.014 -0.093 -0.148 0.0808
C -1.78906 8.15338 -5.24600 -0.022 -0.184 -0.042 -0.7811
O -1.12643 6.93646 -5.52729 0.143 0.097 0.257 -0.2581
C 0.09625 7.13881 -6.22366 -0.322 -0.377 0.000 -0.5752
C 1.03193 5.96195 -6.00614 0.156 0.253 -0.077 -0.3294
O 1.69179 5.99049 -4.74085 -0.213 -0.162 0.065 -0.4800
C 0.89429 5.66484 -3.60788 0.311 -0.006 -0.003 -0.5698
C 0.56210 4.18424 -3.51140 -0.518 0.249 -0.129 -0.2824
O -0.50289 3.85289 -4.39009 0.223 -0.166 -0.143 -0.3270
C -0.51940 2.48076 -4.71781 -0.079 0.311 0.014 -0.5910
H -2.05613 8.67294 -6.17170 0.008 0.117 0.044 0.3234
H -2.69936 7.92317 -4.69283 0.034 -0.067 -0.084 0.2353
H -1.16165 8.79826 -4.62148 0.006 0.106 -0.079 0.3335
H 0.58465 8.05926 -5.88398 0.038 -0.020 -0.015 0.3569
H -0.13874 7.22691 -7.29141 0.202 0.100 -0.075 0.4178
H 1.83151 6.02876 -6.74798 0.026 0.073 0.089 0.4016
H 0.52795 5.00839 -6.16763 -0.206 0.092 0.064 0.1179
H -0.00099 6.28589 -3.56291 -0.155 -0.204 -0.089 0.1983
H 1.50771 5.92709 -2.74160 0.057 -0.049 -0.053 0.4195
H 0.23446 3.94742 -2.48946 0.174 0.005 0.148 0.3266
H 1.45547 3.59567 -3.75312 0.068 0.012 -0.018 0.3004
H 0.41562 2.19062 -5.21027 0.045 -0.112 0.072 0.3164
H -1.34041 2.30890 -5.41288 -0.016 0.047 0.083 0.3593
H -0.67740 1.87012 -3.82013 0.036 -0.120 -0.024 0.1059